Arrangement w

DFT (the ωB97M-V functional and the def2-TZVPD basis) results for an isolated ion of composition C9H20NSi and charge +1.

Computed properties:
- Kohn-Sham gap (eV) = 8.138
- HOMO energy (eV) = -12.78
- SMILES = C/C(C=[NH2+])=C(/C)C[Si](C)(C)C

ORCA input file:
```
! RIJCOSX wB97M-V def2-TZVPD def2/J DEFGRID3
* xyz 1 1
H -2.730 2.233 -0.245
C 2.401 0.102 2.241
H 1.571 -0.949 -1.705
H -2.196 1.203 1.062
C 1.147 -0.296 1.623
H 0.386 1.409 -2.331
H -2.857 -1.529 -2.389
H -0.894 -0.673 2.239
C -1.906 1.611 0.098
H 3.760 -0.055 0.732
C -0.525 0.911 -2.650
H 0.279 -0.780 3.542
C -0.492 -1.183 -0.305
H -1.051 2.266 0.253
C 0.819 -0.714 0.297
C -3.101 -0.691 -1.741
H -1.152 -1.612 0.440
H -3.769 -0.039 -2.296
H -3.662 -1.082 -0.897
H 2.706 -1.403 -0.442
H -0.251 0.123 -3.346
N 3.597 0.185 1.699
H 4.398 0.432 2.260
C 0.017 -0.241 2.634
H -0.277 -1.905 -1.080
H -0.192 0.793 2.906
H -1.105 1.639 -3.210
H 2.371 0.312 -0.775
Si -1.550 0.257 -1.188
H 2.332 0.359 3.289
C 1.929 -0.684 -0.713
*
```



Arrangement x

DFT (the ωB97M-V functional and the def2-TZVPD basis) results for a 2-piece molecular cluster, C9H20NSi overall.

Computed properties:
- Kohn-Sham gap (eV) = 5.949
- HOMO energy (eV) = -10.28

ORCA input file:
```
! RIJCOSX wB97M-V def2-TZVPD def2/J DEFGRID3
* xyz 1 1
H 2.428 -0.813 1.341
H -0.505 -1.808 -4.265
N 0.092 -1.786 -3.474
H 2.587 1.683 -2.102
H 0.483 1.596 -0.481
H 0.161 -2.687 -2.906
H 1.379 3.442 1.220
H -0.146 -2.330 1.074
C 1.804 0.902 -2.116
C 0.483 2.787 1.288
Si -0.475 0.075 0.807
C -2.964 1.403 0.464
C 0.852 0.212 -2.298
C -2.233 0.244 1.220
H 1.843 -1.237 -0.102
H 2.289 -2.600 1.096
H -3.956 1.344 0.743
C 1.797 -1.593 0.976
H -0.359 3.410 0.889
H 1.746 1.266 0.546
H -2.279 0.548 2.325
H -2.797 1.281 -0.596
C -0.118 -0.668 -2.632
C 0.716 1.507 0.532
H -2.799 -0.761 1.132
H -1.183 -0.424 -2.651
H 1.079 -1.761 -3.866
H 0.356 2.607 2.303
H 0.512 -1.590 2.555
H -2.504 2.342 0.791
C 0.355 -1.489 1.508
*
```



Which structure is most stable? arrangement w, by 621.4 kJ/mol over the runner-up.



Arrangement w

DFT (the ωB97M-V functional and the def2-TZVPD basis) results for an isolated ion of composition C6H15NO and charge +1.

Computed properties:
- Kohn-Sham gap (spin up / spin down) (eV) = 12.292 / 7.325
- HOMO energy (spin up / spin down) (eV) = -15.22 / -15.23
- expectation value of S² = 0.754

ORCA input file:
```
! RIJCOSX wB97M-V def2-TZVPD def2/J DEFGRID3
* xyz 1 2
H 2.749 -0.229 -1.740
H 2.393 2.271 -1.691
H -0.266 1.716 -1.067
H 0.821 -1.659 0.914
C 0.510 -0.622 0.714
C 1.566 1.584 -1.837
H 1.331 1.390 -2.885
H 1.096 0.164 1.188
H -2.277 -1.983 0.277
C -1.417 -0.536 2.326
O 0.518 2.273 -1.174
H -1.129 0.776 0.777
H -0.617 -0.608 3.065
N 0.964 -0.591 -0.720
C 2.032 0.307 -1.104
C -1.927 -1.016 -0.094
H -2.810 -0.443 -0.369
H -2.047 0.286 2.629
H 2.542 0.569 -0.179
H 0.163 -0.480 -1.349
C -0.965 -0.299 0.861
H -1.445 -1.316 -1.034
H -1.786 -1.553 2.489
*
```



Arrangement x

DFT (the ωB97M-V functional and the def2-TZVPD basis) results for a 2-piece molecular cluster, C6H15NO overall.

Computed properties:
- Kohn-Sham gap (spin up / spin down) (eV) = 11.124 / 8.101
- HOMO energy (spin up / spin down) (eV) = -14.54 / -15.07
- expectation value of S² = 0.758

ORCA input file:
```
! RIJCOSX wB97M-V def2-TZVPD def2/J DEFGRID3
* xyz 1 2
H 1.755 -1.224 1.642
H -0.241 0.352 1.995
C -0.386 0.219 -1.310
H 1.203 1.349 -1.873
O 0.633 2.618 0.924
C 0.708 -1.533 1.529
H 0.639 1.667 0.790
H -0.405 -2.781 0.302
H -1.831 -1.087 -0.477
H 0.896 -2.269 -0.512
H -1.574 1.877 -1.897
N 0.912 0.473 -1.465
H -1.220 -1.043 2.507
C -1.374 0.854 -2.242
C -0.204 -0.664 2.398
H -0.941 0.956 -3.231
H 0.165 -0.513 3.414
H 1.565 0.088 -0.796
H -2.306 0.310 -2.183
C -0.775 -0.859 -0.510
H 1.277 2.712 1.608
H 0.889 -2.505 2.014
C 0.142 -1.842 0.160
*
```



Which structure is most stable? arrangement x, by 132.8 kJ/mol over the runner-up.



Arrangement w

DFT (the ωB97M-V functional and the def2-TZVPD basis) results for a 17-piece molecular cluster, H34O17 overall.

Computed properties:
- Kohn-Sham gap (eV) = 9.130
- HOMO energy (eV) = -9.77

ORCA input file:
```
! RIJCOSX wB97M-V def2-TZVPD def2/J DEFGRID3
* xyz 0 1
H 22.860 17.095 -4.331
O 17.409 14.208 -0.985
O 19.135 12.499 -3.617
O 19.738 16.078 -6.767
H 22.773 12.071 -6.791
H 22.283 17.837 -2.538
H 19.489 16.377 -2.037
H 21.233 14.336 -0.895
O 20.571 12.807 -1.227
H 22.523 16.523 -1.982
H 22.543 11.655 -5.224
O 22.108 17.049 -4.891
H 20.499 19.108 -2.755
H 18.424 17.863 -4.406
O 19.232 15.573 -2.506
H 18.401 12.030 -3.246
H 20.525 13.460 -7.553
H 17.694 13.483 -0.452
H 19.179 16.005 -7.585
H 20.216 11.852 -6.233
O 20.832 13.395 -6.656
H 20.029 10.513 -6.784
O 23.612 13.854 -3.137
H 22.683 14.049 -3.032
H 20.067 17.770 -3.243
H 21.090 12.136 -0.731
H 20.529 14.900 -3.301
H 22.676 10.831 -3.270
O 23.026 17.235 -2.358
H 21.208 15.743 -0.385
H 21.701 13.849 -6.626
O 21.055 14.439 -3.957
H 21.751 16.212 -4.650
H 18.936 16.768 -5.398
H 19.378 12.111 -4.449
H 18.664 14.578 -5.702
H 18.897 15.945 -3.324
H 18.331 13.815 -4.342
O 17.923 14.189 -5.161
H 20.522 12.486 -2.163
O 20.149 10.928 -5.933
O 23.157 11.824 -5.950
H 20.663 13.577 -4.059
H 23.632 12.976 -3.470
H 18.171 14.563 -1.483
O 20.451 18.168 -2.476
O 21.754 15.146 -0.907
H 21.510 10.532 -4.042
O 21.890 11.276 -3.610
H 20.180 15.242 -6.643
O 18.739 16.973 -4.494
*
```



Arrangement x

DFT (the ωB97M-V functional and the def2-TZVPD basis) results for a 17-piece molecular cluster, H34O17 overall.

Computed properties:
- Kohn-Sham gap (eV) = 10.305
- HOMO energy (eV) = -10.41

ORCA input file:
```
! RIJCOSX wB97M-V def2-TZVPD def2/J DEFGRID3
* xyz 0 1
H -4.281 -1.727 3.711
H 0.467 0.456 -0.530
H 4.123 1.513 -0.819
O 0.107 -0.373 -0.217
H -2.995 -3.334 1.254
H -0.972 -3.505 -2.648
H 1.424 3.261 -5.040
H -0.400 -0.136 0.560
O -3.563 -1.109 3.848
O -1.315 -0.380 1.989
O -1.728 0.583 -2.688
H 3.215 -2.748 1.497
H 1.254 -2.056 -0.301
H 0.786 2.363 2.721
H 2.908 -0.612 -2.230
O 0.604 2.932 1.974
O 3.966 -3.298 1.717
H 4.481 -2.769 2.327
H 0.261 0.270 2.946
H 0.772 2.295 -2.881
H -1.121 -2.334 -1.701
O 0.878 3.517 -4.297
H 1.617 -3.481 -0.661
H 2.510 3.268 0.762
H -0.322 3.158 2.064
H 2.702 -1.991 -1.640
H -3.197 0.748 -1.611
O 3.462 3.274 0.864
H -1.836 -4.060 0.606
O 3.119 -1.535 -2.371
O 1.934 -2.718 -0.178
H -4.656 0.600 0.982
H 3.604 3.131 1.799
H -2.046 0.072 1.568
H 0.076 3.857 -4.694
H 1.736 1.268 -2.326
O 0.594 0.651 3.759
H -1.727 -0.952 2.636
H 4.441 0.646 -2.019
H -4.457 1.586 -1.629
O 3.762 1.212 -1.653
H -0.823 0.412 -2.425
O -0.868 -3.257 -1.730
H -4.356 1.215 2.333
O -4.113 0.485 1.762
H -1.815 1.536 -2.644
H -3.639 -0.489 3.123
O -2.110 -3.654 1.428
O -4.023 0.882 -1.147
O 0.804 1.428 -2.476
H 0.758 -0.101 4.327
*
```



Which structure is most stable? arrangement x, by 91.1 kJ/mol over the runner-up.



Arrangement w

DFT (the ωB97M-V functional and the def2-TZVPD basis) results for one molecule with the formula C8H8O2.

Computed properties:
- Kohn-Sham gap (eV) = 8.013
- HOMO energy (eV) = -7.50

ORCA input file:
```
! RIJCOSX wB97M-V def2-TZVPD def2/J DEFGRID3
* xyz 0 1
H -3.134 -0.446 0.832
C 0.609 -2.223 1.387
C 1.048 -1.053 0.642
H -1.783 -1.561 -0.301
C 0.161 -0.136 0.169
H 3.144 0.766 -0.570
O -2.469 -0.748 1.472
H -0.445 2.046 -1.397
C 0.902 0.813 -0.529
C 2.184 0.395 -0.395
H 1.196 -2.912 1.895
C -1.611 -1.351 0.669
O 2.328 -0.751 0.286
H 1.038 2.034 -2.331
C -0.733 -2.329 1.379
H 0.706 2.857 -0.767
C 0.533 1.989 -1.253
H -1.064 -3.115 1.963
*
```



Arrangement x

DFT (the ωB97M-V functional and the def2-TZVPD basis) results for one molecule with the formula C8H8O2.

Computed properties:
- Kohn-Sham gap (spin up / spin down) (eV) = 8.767 / 8.766
- HOMO energy (spin up / spin down) (eV) = -8.42 / -8.42
- SMILES = CC1=C=C[C@H]2C=C[C@@H](O1)O2

ORCA input file:
```
! RIJCOSX wB97M-V def2-TZVPD def2/J DEFGRID3
* xyz 0 1
H -1.003 -2.775 0.011
C 2.612 0.024 0.050
H -2.733 -1.142 0.200
C -0.862 1.382 0.515
H 3.053 -0.766 0.472
C -0.757 -1.787 0.067
C -1.830 -0.639 0.161
H 3.189 0.320 -0.704
C 1.247 -0.401 -0.458
O -1.738 0.065 -1.101
H -0.432 2.366 0.734
O 0.692 0.579 -1.324
H 2.602 0.896 0.872
C -0.689 1.024 -0.965
C 0.463 -1.381 -0.091
C -1.351 0.320 1.171
H -1.480 0.279 2.205
H -0.983 1.637 -1.816
*
```



Arrangement y

DFT (the ωB97M-V functional and the def2-TZVPD basis) results for one molecule with the formula C8H8O2.

Computed properties:
- Kohn-Sham gap (spin up / spin down) (eV) = 8.612 / 8.615
- HOMO energy (spin up / spin down) (eV) = -8.54 / -8.55

ORCA input file:
```
! RIJCOSX wB97M-V def2-TZVPD def2/J DEFGRID3
* xyz 0 1
H -2.186 0.844 -1.729
H -1.203 1.793 -0.483
H -3.004 1.642 -0.346
H -0.264 -2.251 1.406
H 2.298 -2.309 1.683
O 3.499 -0.023 -0.121
C -1.895 -0.102 0.155
C -2.134 1.163 -0.639
H 1.092 2.172 -0.422
C 0.958 1.195 -0.559
C 1.724 -1.612 0.964
C -0.513 -0.445 0.436
O 1.571 0.711 -1.728
C 0.269 -1.441 0.852
H -2.325 0.145 1.124
C 2.428 -0.818 0.216
C 2.143 0.330 -0.555
H -2.458 -0.996 -0.253
*
```



Which structure is most stable? arrangement w, by 10.0 kJ/mol over the runner-up.